[1]
Entry from the OMol25 dataset: 2 unconnected molecules or ions with the total composition C6H10Cl2F2NO5S2 (wB97M-V/def2-TZVPD).

Its orbital gap is 6.82 eV. The value obtained for the total energy is -70262.4536 eV. Its total charge is -1. As for the LUMO energy: 2.26 eV.

The geometry in XYZ format:
```
28
C6H10Cl2F2NO5S2 wB97M-V/def2-TZVPD
O -2.132 0.686 -3.423
C -1.955 1.273 -2.447
F -1.484 2.535 -2.402
C -2.309 0.581 -1.095
N -1.718 -0.765 -0.995
C -0.229 -0.778 -1.086
C 0.493 0.433 -0.411
C 1.953 0.013 -0.007
C 2.151 -0.189 1.508
S 1.729 1.281 2.493
O 1.956 2.488 1.735
O 0.333 1.247 2.879
Cl 2.805 1.272 4.292
S -2.281 -1.635 0.323
O -1.387 -1.669 1.436
O -2.552 -2.957 -0.143
F -3.701 -1.018 0.781
H -3.414 0.443 -1.140
H -2.130 1.237 -0.218
H 0.096 -0.851 -2.142
H 0.113 -1.719 -0.601
H 0.586 1.223 -1.194
H -0.046 0.873 0.450
H 2.162 -1.029 -0.512
H 2.693 0.709 -0.445
H 1.617 -1.107 1.835
H 3.232 -0.414 1.669
Cl 3.418 -2.164 -1.140
```

***

[2]
Entry from the OMol25 dataset: a single C6H10ClN3O molecule (wB97M-V/def2-TZVPD).

Its orbital gap (spin up / spin down) is 7.62 / 7.62 eV. The value obtained for the total energy is -25420.7727 eV. The energy above the lowest of the compared OMol25 structures with the same formula, charge and spin comes out at 103.8 kJ/mol. As for the LUMO energy (spin up / spin down): -0.01 / -0.01 eV.

The geometry in XYZ format:
```
21
C6H10ClN3O wB97M-V/def2-TZVPD
C -1.348 -0.123 0.112
C -0.123 0.710 0.296
C -0.290 2.167 0.479
C -1.348 -1.421 -0.266
C -0.582 -2.347 -1.155
C 2.376 0.634 0.465
N 0.912 -1.269 0.474
N 1.019 0.023 0.476
N -1.573 2.556 0.196
O 0.670 2.917 0.679
Cl -2.776 -2.312 0.110
H -2.158 0.232 0.701
H -1.181 -2.986 -1.839
H -0.091 -3.005 -0.499
H 0.112 -1.932 -1.797
H 2.724 0.676 -0.601
H 2.214 1.653 0.982
H 3.101 -0.056 0.956
H 1.753 -1.785 0.542
H -1.733 2.115 -0.647
H -1.678 3.551 0.336
```

***

[3]
Entry from the OMol25 dataset: a single C6H10ClN3O3 molecule (wB97M-V/def2-TZVPD).

Its orbital gap is 7.96 eV. The value obtained for the total energy is -29514.5526 eV. As for the SMILES: O=[N+]([O-])C1(C[C@H](O)CCl)NC=CN1. The energy above the lowest of the compared OMol25 structures with the same formula, charge and spin comes out at 4.6 kJ/mol. As for the LUMO energy: -0.08 eV.

The geometry in XYZ format:
```
23
C6H10ClN3O3 wB97M-V/def2-TZVPD
C 1.600 -1.383 2.208
C 0.476 -0.871 2.697
C 0.690 -0.285 0.401
C -0.175 -0.466 -0.882
C -1.437 0.854 -2.488
C -1.170 0.672 -1.059
N 1.561 -1.288 0.850
N -0.105 -0.128 1.589
N 1.537 0.992 0.267
O 2.309 0.892 -0.714
O 1.670 1.756 1.197
O -2.345 0.402 -0.366
Cl -2.779 2.022 -2.882
H 2.418 -2.044 2.604
H -0.143 -0.936 3.558
H 0.461 -0.488 -1.889
H -0.729 -1.421 -0.744
H -1.867 -0.062 -2.861
H -0.466 1.237 -3.025
H -0.765 1.591 -0.486
H 2.542 -1.158 0.635
H -0.700 0.686 1.752
H -2.580 -0.574 -0.362
```

***

[4]
Entry from the OMol25 dataset: a single C6H10ClNOS molecule (wB97M-V/def2-TZVPD).

Its orbital gap is 9.37 eV. The value obtained for the total energy is -33276.6239 eV. The energy above the lowest of the compared OMol25 structures with the same formula, charge and spin comes out at 0.0 kJ/mol. As for the LUMO energy: 0.05 eV.

The geometry in XYZ format:
```
20
C6H10ClNOS wB97M-V/def2-TZVPD
C -1.659 0.314 0.574
C -0.594 -0.432 0.369
C -1.675 1.483 -0.443
C -0.258 1.360 -1.128
C 0.260 0.027 -0.689
C 1.780 0.106 -0.240
N -0.541 -2.926 0.895
O 2.541 -1.058 -0.503
S 0.148 -1.674 1.378
Cl -0.893 -1.107 3.322
H -2.467 0.361 1.301
H -2.506 1.440 -1.202
H -1.815 2.449 0.179
H -0.321 1.371 -2.148
H 0.395 2.202 -0.735
H 0.275 -0.755 -1.402
H 2.247 0.946 -0.757
H 3.440 -0.821 -0.799
H 1.693 0.451 0.784
H -0.049 -3.735 1.244
```

***

[5]
Entry from the OMol25 dataset: 2 unconnected molecules or ions with the total composition C6H10ClNOS (wB97M-V/def2-TZVPD).

Its orbital gap (spin up / spin down) is 8.21 / 8.22 eV. The value obtained for the total energy is -33274.0662 eV. The energy above the lowest of the compared OMol25 structures with the same formula, charge and spin comes out at 246.8 kJ/mol. As for the LUMO energy (spin up / spin down): -1.47 / -1.47 eV.

The geometry in XYZ format:
```
20
C6H10ClNOS wB97M-V/def2-TZVPD
C -1.096 -0.275 1.353
C -0.178 -0.482 0.436
C -2.187 0.555 0.669
C -1.790 0.566 -0.827
C -0.293 0.098 -0.904
C 0.692 1.320 -1.157
N 3.129 -0.691 0.816
O 1.997 -2.518 2.099
S 1.981 -1.652 0.940
Cl 1.893 -2.755 -0.942
H -1.081 -0.718 2.398
H -3.156 0.238 0.756
H -2.181 1.396 1.263
H -2.249 -0.113 -1.473
H -1.996 1.652 -1.117
H -0.037 -0.417 -1.773
H 0.632 1.713 -2.125
H 1.646 0.960 -0.790
H 0.257 2.256 -0.510
H 4.015 -1.135 0.888
```

***

[6]
Entry from the OMol25 dataset: 2 unconnected molecules or ions with the total composition C6H10F2O4 (wB97M-V/def2-TZVPD).

Its orbital gap is 8.83 eV. The value obtained for the total energy is -20000.5577 eV. The energy above the lowest of the compared OMol25 structures with the same formula, charge and spin comes out at 774.6 kJ/mol. As for the LUMO energy: -0.83 eV.

The geometry in XYZ format:
```
22
C6H10F2O4 wB97M-V/def2-TZVPD
C -2.138 -0.893 -0.292
C -0.665 -0.617 -0.660
C 1.527 -1.439 0.126
C 1.769 -0.070 0.941
C 1.168 1.011 0.202
C -0.283 0.846 -0.106
H -3.531 -0.349 1.210
H -2.189 -2.024 -0.564
H -2.500 -0.516 -1.395
H -0.666 -0.618 -1.876
H 1.855 -2.423 0.432
H 1.500 -0.012 1.971
H 0.965 1.774 1.166
H 1.634 2.222 -1.448
H -0.547 0.881 1.019
H -2.249 2.051 0.068
O -2.447 -0.266 0.984
O 0.155 -1.725 -0.147
O 1.955 1.165 -0.961
O -0.986 1.887 -0.635
F 2.501 -1.263 -0.971
F 3.173 0.379 0.933
```